ORCA calculation (ωB97M-V/def2-TZVPD) on a single C15H15ClN2O3S molecule in a non-equilibrium geometry.

The calculation puts the total energy at -48264.725 eV. The SMILES is COc1cccc(/C(C)=N/NS(=O)(=O)c2ccc(Cl)cc2)c1. Its net charge is 0. As for the relative energy (zero: lowest compared OMol25 entry of this formula, charge and spin): 358.18 kcal/mol. For the HOMO energy, the calculation gives -8.0736 eV. For the maximum force, the calculation gives 0.3154 hartree/bohr. Its frontier orbital gap is 6.65 eV.

Atoms and positions in Å:
C (-3.926, -1.566, -3.999)
H (-4.231, -1.370, -3.111)
O (-3.217, -0.575, -4.691)
C (-2.046, 0.039, -4.020)
C (-1.344, -0.363, -2.921)
C (-0.349, 0.150, -2.208)
C (0.134, 1.316, -2.758)
C (-0.197, 1.655, -4.048)
C (-1.349, 1.098, -4.550)
H (-1.917, 1.559, -5.507)
H (0.133, 2.357, -4.405)
H (1.269, 1.499, -2.373)
C (0.375, -0.351, -1.141)
N (0.961, 0.206, -0.364)
N (1.769, -0.088, 0.724)
S (0.774, -0.836, 2.163)
O (-0.613, -0.639, 1.831)
O (1.387, -2.121, 2.284)
C (1.378, 0.024, 3.326)
C (2.416, -0.178, 4.208)
C (3.011, 0.674, 5.176)
C (2.040, 1.727, 5.670)
C (0.928, 1.978, 4.828)
C (0.458, 1.237, 3.871)
H (-0.087, 1.253, 3.115)
H (0.370, 2.910, 4.971)
Cl (2.631, 2.987, 6.735)
H (3.810, 0.286, 5.722)
H (3.004, -0.969, 3.963)
H (2.109, 0.727, 1.110)
C (0.050, -2.067, -0.719)
H (-0.805, -2.044, -0.208)
H (-0.049, -2.583, -1.638)
H (0.830, -2.205, -0.073)
H (-1.925, -1.287, -2.294)
H (-3.240, -2.652, -3.956)
H (-4.541, -1.790, -4.713)

Cartesian forces, eV/Å:
C 7.91 -3.82 -2.90
H -2.20 1.59 5.66
O 3.63 2.70 2.03
C -0.02 -0.20 -0.96
C -6.22 -7.43 3.56
C 0.55 3.75 -2.58
C 5.80 -0.40 -0.11
C -7.40 -11.42 7.70
C -3.53 1.61 -5.05
H 1.84 -0.89 1.90
H 6.51 12.91 -7.15
H -3.03 0.69 -0.72
C -7.67 -13.52 -3.54
N 8.82 10.30 8.89
N -3.23 -3.87 -0.04
S 0.64 -3.14 -6.61
O 0.72 0.18 0.88
O -0.67 -0.87 0.21
C -1.28 7.53 8.95
C 0.94 1.06 -0.99
C -6.54 2.01 0.86
C 4.00 -1.68 -2.86
C -0.47 3.23 3.16
C 7.85 -6.48 0.23
H -6.50 2.10 -5.41
H 0.25 -0.20 0.52
Cl -0.65 -0.84 -0.27
H 1.37 0.00 0.78
H 1.74 -2.58 -0.53
H 0.67 2.47 0.60
C 1.68 4.16 -3.84
H -3.57 0.02 1.94
H 0.40 -0.99 -0.53
H 2.14 -1.33 1.08
H 1.71 1.97 -1.85
H -1.59 2.91 0.25
H -4.64 -1.52 -3.27